# C7H12N3O2

An isolated ion of composition C7H12N3O2 and charge +1 at a distorted geometry (ωB97M-V/def2-TZVPD, the Open Molecules 2025 dataset).

Atoms and positions in Å:
C1 -3.35476 -0.09094 -0.80474
C2 -1.80040 0.03274 -1.05558
C3 -1.21262 -0.40035 0.20204
N1 -0.99005 -1.63855 0.54022
C4 -0.08054 -1.87265 1.44872
N2 1.05149 -1.20826 1.55438
C5 1.17243 0.01992 0.86629
C6 2.42740 0.46952 0.21407
C7 2.30597 0.97063 -1.23742
N3 0.28461 0.95180 0.94051
O1 0.50041 2.11653 0.66854
O2 -1.00447 0.45943 1.29603
H1 -3.73113 0.60417 -0.08270
H2 -3.52287 -1.03170 -0.23153
H3 -3.87562 -0.03484 -1.72553
H4 -1.37542 0.95849 -1.36171
H5 -1.53667 -0.66972 -1.84692
H6 -0.35513 -2.72463 2.14372
H7 1.91492 -1.32805 2.12464
H8 2.98975 1.24314 0.81062
H9 3.19828 -0.34669 0.25843
H10 2.31666 0.22273 -1.97338
H11 3.14349 1.60588 -1.39012
H12 1.53427 1.69144 -1.35857

The calculation puts the energy above the lowest of the compared OMol25 structures with the same formula, charge and spin at 115.0 kcal per mole. For the max |F|, the calculation gives 3.79 eV/A. The charge is +1. As for the SMILES: CCC1=NC=[NH+]C(CC)=[N+]([O-])O1. As for the HOMO-LUMO gap (alpha / beta): 8.8 / 8.8 eV. The HOMO energy (alpha / beta) is -13.725 / -13.726 eV.

# C4H8O2

A 3-piece molecular cluster, C4H8O2 overall (ωB97M-V/def2-TZVPD, the Open Molecules 2025 dataset).

Atoms and positions in Å:
C1 -1.63578 -0.96463 0.24606
C2 -2.03964 0.13860 -0.37562
H1 -2.11843 -1.31666 1.15505
H2 -0.79163 -1.55261 -0.10393
H3 -1.55364 0.49254 -1.28216
H4 -2.87246 0.73288 -0.00648
C3 0.69054 1.60398 0.49356
O1 1.12958 1.45063 -0.62186
H5 0.70053 0.78941 1.23943
H6 0.26971 2.57388 0.81730
C4 2.04755 -0.97064 -0.40250
O2 1.51354 -1.45241 0.56916
H7 2.99947 -0.41422 -0.32979
H8 1.62955 -1.07495 -1.41966

The calculation puts the energy above the lowest of the compared OMol25 structures with the same formula, charge and spin at 74.6 kcal per mole. For the max |F|, the calculation gives 0.56 eV/A. As for the SMILES: C=C.C=O.C=O. As for the HOMO-LUMO gap: 10.7 eV. The HOMO energy is -9.954 eV.